{
  "formula": "C4H4N2O5S",
  "method": "ωB97M-V/def2-TZVPD",
  "multiplicity": 1,
  "relative_energy_kj_mol": 187.4,
  "gap_ev": 9.10,
  "species": ["C", "C", "C", "C", "N", "N", "O", "O", "O", "O", "O", "S", "H", "H", "H", "H"],
  "positions_angstrom": [[0.601, -1.064, -0.179], [1.764, -0.638, 0.125], [-0.560, 0.790, 0.808], [-0.478, -0.055, -0.406], [0.354, 1.742, 1.047], [3.050, -1.164, 0.249], [-1.461, 0.648, 1.552], [3.127, -2.351, 0.460], [4.045, -0.464, 0.169], [2.634, 2.623, 0.527], [1.412, 1.710, -1.359], [1.707, 1.715, 0.013], [0.169, -2.112, 0.134], [-0.408, 0.480, -1.270], [-1.506, -0.586, -0.449], [0.239, 2.338, 1.835]],
  "forces_ev_per_angstrom": [[-3.01, -2.98, 1.21], [1.87, 5.21, -0.20], [-0.76, -0.01, -0.80], [-2.78, -2.88, 1.39], [2.24, 0.48, -2.29], [2.28, -0.98, 0.82], [-2.42, -0.35, 2.28], [-0.64, -1.14, 0.05], [-0.93, 0.79, -0.25], [1.34, 0.98, 1.25], [-0.89, 0.87, -1.73], [-0.46, -4.31, 1.12], [1.49, 1.63, -1.32], [0.63, 1.37, -2.36], [1.77, 0.82, 0.19], [0.27, 0.52, 0.65]]
}